Entry 1:
{"formula": "C4H11NO", "method": "ωB97M-V/def2-TZVPD", "species": ["C", "N", "C", "H", "H", "H", "H", "H", "H", "H", "C", "C", "O", "H", "H", "H", "H"], "xyz": [[-1.44727, -0.77086, 0.62477], [-0.81119, 0.20785, -0.30337], [-1.87135, 0.65217, -1.25407], [-1.87228, -1.55108, 0.05841], [-2.32342, -0.23936, 1.12612], [-0.66860, -1.28728, 1.19898], [-0.51944, 1.05993, 0.26995], [-2.63091, 1.28835, -0.90315], [-1.42697, 1.22208, -2.07071], [-2.35844, -0.14571, -1.75872], [2.77621, 0.64436, 0.77974], [2.26029, -0.63479, 0.51372], [1.51714, -1.19560, -0.56321], [3.16400, 0.93572, 1.77083], [2.70735, 1.47569, 0.10968], [2.51316, -1.41508, 1.26564], [0.99171, -0.24638, -0.86461]], "forces_ev_per_angstrom": [[0.18, 1.63, 0.20], [-1.03, 1.45, 0.52], [2.09, 0.43, -0.89], [-0.58, -0.86, -1.01], [1.31, -0.98, 0.21], [-0.42, 0.67, 0.58], [-0.55, -1.55, -0.98], [-1.07, 0.78, 1.25], [0.34, 0.07, 0.02], [-0.20, -1.18, -0.07], [-1.63, -2.64, -0.38], [1.10, 0.64, 0.65], [0.27, 5.63, 0.94], [-0.04, -0.84, -0.61], [-0.29, 0.23, -0.58], [-0.42, 0.50, -0.58], [0.94, -3.98, 0.72]], "energy_ha": -288.9025, "mol_weight_g_mol": 89.14, "spin_multiplicity": 1, "homo_lumo_gap_ev": 9.5707, "charge": 0, "e_above_lowest_kcal_mol": 71.9}


Entry 2:
{"formula": "C4H13N2O2", "method": "ωB97M-V/def2-TZVPD", "species": ["N", "C", "C", "N", "C", "C", "O", "H", "H", "H", "H", "H", "H", "H", "H", "H", "H", "H", "H", "H", "O"], "xyz": [[2.46575, 1.06623, 1.59556], [1.69705, 0.46366, 0.46434], [0.37811, 1.25553, 0.51110], [-0.39368, 1.21481, -0.56204], [-0.21584, 0.26375, -1.66685], [-1.60567, 2.03141, -0.59205], [0.18222, 1.90378, 1.53452], [1.79877, 1.73876, 2.05339], [3.26144, 1.59592, 1.25867], [2.73620, 0.42801, 2.33716], [1.50652, -0.57416, 0.66522], [2.22659, 0.68650, -0.43988], [0.59025, -0.41417, -1.44962], [-1.17162, -0.25522, -1.78420], [0.01479, 0.79727, -2.58367], [-1.81346, 2.43963, 0.38535], [-1.48506, 2.82214, -1.31018], [-2.47654, 1.42812, -0.82031], [-3.36024, -6.23354, 0.15593], [-1.89344, -6.72248, 0.14612], [-2.44213, -5.93594, 0.10145]], "forces_ev_per_angstrom": [[0.23, 0.08, 0.33], [-0.33, 0.97, 0.83], [0.04, -0.14, -0.22], [-0.38, -0.16, 0.12], [-0.47, 0.67, 0.29], [-0.17, -0.29, 0.39], [-0.26, 0.42, 0.05], [-0.50, -0.02, -0.26], [0.36, -0.10, 0.12], [0.33, -0.31, -0.17], [0.21, -0.50, -0.19], [0.31, -0.42, -0.48], [0.07, -0.43, -0.03], [0.36, -0.20, -0.09], [-0.02, 0.07, -0.16], [0.30, 0.24, 0.21], [-0.08, 0.34, -0.35], [0.00, -0.24, -0.38], [0.33, -0.06, -0.01], [-0.12, -0.14, 0.01], [-0.20, 0.21, 0.00]], "energy_ha": -419.9628, "mol_weight_g_mol": 121.16, "spin_multiplicity": 1, "homo_lumo_gap_ev": 9.9905, "charge": 1, "e_above_lowest_kcal_mol": 39.3}


Entry 3:
{"formula": "C3H8BNO4Ti", "method": "ωB97M-V/def2-TZVPD", "species": ["C", "C", "O", "B", "O", "O", "C", "N", "O", "H", "H", "H", "H", "H", "H", "H", "H", "Ti"], "xyz": [[-1.23306, 2.22624, 1.02630], [-1.41173, 0.64017, 1.21831], [-0.13774, -0.09446, 1.28326], [0.55570, -0.07833, 0.03893], [2.03005, 0.02469, -0.00815], [-0.16388, -0.11418, -1.20990], [-0.01869, -1.36315, -1.89527], [0.92377, -2.45323, -1.54417], [-0.72565, -1.53751, -2.92278], [-2.29786, 2.68165, 1.09260], [-0.60173, 2.68413, 1.88406], [-0.81832, 2.54043, 0.00565], [-1.92346, 0.46636, 2.24456], [-2.14897, 0.20657, 0.44341], [2.21698, 0.90944, -0.43934], [1.91248, -2.15438, -1.55374], [0.66193, -2.95567, -0.68053], [3.18017, -1.62876, 1.01679]], "forces_ev_per_angstrom": [[-0.34, -0.18, 0.44], [-2.82, 1.14, 1.01], [2.75, 0.53, -3.57], [-3.65, 0.21, 1.09], [0.17, -0.63, 0.81], [2.59, -2.35, 1.57], [-3.59, -0.29, -5.64], [-0.08, 1.82, 1.58], [3.44, 0.88, 5.29], [1.80, -0.79, -0.08], [-1.03, -0.83, -1.50], [-0.46, -0.62, 1.36], [1.12, 0.21, -1.73], [1.58, 0.54, 0.99], [0.37, -1.05, 0.42], [-0.56, -0.30, -0.39], [-0.08, 0.01, -0.68], [-1.22, 1.67, -0.97]], "energy_ha": -1348.3726, "mol_weight_g_mol": 180.78, "spin_multiplicity": 1, "homo_lumo_gap_ev": 5.2920, "charge": 2, "e_above_lowest_kcal_mol": 63.0}


Entry 4:
{"formula": "C4H11N2S2", "method": "ωB97M-V/def2-TZVPD", "species": ["C", "C", "C", "C", "N", "N", "S", "S", "H", "H", "H", "H", "H", "H", "H", "H", "H", "H", "H"], "xyz": [[0.00521, -0.71787, 1.27169], [0.84958, 0.54981, 1.19301], [-0.72522, 1.37856, -0.51965], [0.55192, -1.53087, -0.86053], [-0.42534, -1.10733, -0.08006], [0.07741, 1.81154, 0.68685], [0.13503, 1.58373, -2.02678], [-2.55700, 1.56986, -0.38905], [0.87774, -1.37332, 1.60309], [-0.62820, -0.79980, 2.09691], [1.20231, 0.79000, 2.29923], [1.72819, 0.35627, 0.54946], [0.51299, -0.99767, -1.77765], [1.52860, -1.68937, -0.47066], [0.23196, -2.48748, -1.25604], [-0.49148, 2.16875, 1.48179], [0.74227, 2.57549, 0.50762], [-0.73970, 1.02194, -2.87437], [-2.66981, 0.97613, 0.72908]], "forces_ev_per_angstrom": [[3.43, -0.65, -1.94], [0.68, 0.86, 2.83], [-1.71, -0.04, 0.35], [1.37, -2.20, -2.21], [-3.51, 2.44, 4.31], [0.09, -1.22, 0.13], [0.12, 0.41, 0.49], [2.13, 1.21, -2.22], [-0.92, 0.05, -0.37], [-1.89, 0.29, 0.73], [-0.43, -0.20, -2.36], [-0.60, 0.58, 0.18], [0.58, 0.96, -1.20], [1.19, 0.30, 0.40], [-0.06, -0.83, -0.16], [-0.10, -0.41, -0.88], [-0.02, -0.23, -0.29], [-0.25, -0.08, 0.31], [-0.12, -1.26, 1.91]], "energy_ha": -1064.4692, "mol_weight_g_mol": 151.28, "spin_multiplicity": 1, "homo_lumo_gap_ev": [8.2606, 8.1259], "charge": 1, "e_above_lowest_kcal_mol": 102.9}


Entry 5:
{"formula": "C18H18IrN12", "method": "ωB97M-V/def2-TZVPD", "species": ["Ir", "C", "C", "C", "C", "N", "C", "C", "C", "C", "C", "C", "N", "C", "C", "C", "C", "C", "N", "H", "H", "H", "H", "H", "H", "H", "H", "H", "H", "H", "N", "C", "N", "N", "C", "N", "H", "H", "H", "H", "N", "N", "N", "C", "N", "N", "H", "H", "H"], "xyz": [[-0.49015, -0.55936, -0.06537], [2.43789, -1.18247, -3.29271], [2.65838, 0.12224, -3.69642], [1.91296, 1.15119, -3.12325], [0.98179, 0.84910, -2.15730], [0.79567, -0.43744, -1.73315], [1.49704, -1.42326, -2.30854], [0.17963, 1.88186, -1.44500], [-0.01884, 3.20027, -1.80303], [-0.77646, 4.00602, -0.95518], [-1.28490, 3.51661, 0.24350], [-1.05876, 2.18772, 0.55124], [-0.37427, 1.42295, -0.31264], [-1.44765, 1.44601, 1.77424], [-1.95314, 2.03890, 2.91152], [-2.23351, 1.25380, 4.02463], [-2.00061, -0.10891, 3.96513], [-1.49274, -0.65098, 2.79686], [-1.20216, 0.10617, 1.73678], [2.98909, -2.00617, -3.72319], [3.40340, 0.34719, -4.44832], [2.06914, 2.17594, -3.42907], [1.28000, -2.42650, -1.97154], [0.39552, 3.60164, -2.71661], [-0.96377, 5.03587, -1.23021], [-1.85114, 4.15852, 0.90282], [-2.11546, 3.10722, 2.93861], [-2.62828, 1.70722, 4.92400], [-2.20609, -0.75403, 4.80753], [-1.30170, -1.71029, 2.69952], [-6.90092, -2.05421, -0.49840], [-5.63161, -2.36860, -0.30408], [-5.28861, -3.62991, -0.04203], [-4.74843, -1.37091, -0.37200], [-3.49716, -1.29855, -0.29509], [-2.35439, -1.06595, -0.29589], [-7.63840, -2.73977, -0.47377], [-7.14199, -1.09855, -0.70614], [-5.97054, -4.37141, -0.01772], [-4.32377, -3.88277, 0.07060], [-0.51328, -5.87235, -0.29188], [-0.14763, -4.62955, 0.10458], [0.74023, -4.44666, 1.05598], [0.73399, -3.13138, 1.18428], [-0.13517, -2.57440, 0.33218], [-0.70306, -3.55997, -0.36446], [0.16036, -6.56650, 0.00509], [-0.84031, -5.89738, -1.24722], [1.35417, -2.59660, 1.88507]], "forces_ev_per_angstrom": [[1.41, 0.18, 0.79], [0.00, 0.01, 0.01], [0.00, 0.00, -0.01], [-0.09, -0.01, -0.05], [-0.05, 0.09, 0.00], [-0.40, -0.04, -0.02], [0.02, -0.02, -0.04], [0.07, -0.06, -0.05], [0.13, 0.00, 0.06], [0.00, 0.03, 0.00], [0.06, -0.01, 0.05], [0.08, 0.02, 0.09], [-0.81, -0.28, -0.33], [0.01, 0.02, -0.04], [-0.01, 0.03, -0.04], [0.00, -0.03, -0.01], [0.01, 0.01, 0.01], [0.07, 0.05, 0.06], [-0.34, -0.08, -0.05], [-0.01, -0.01, 0.00], [-0.01, 0.00, -0.01], [0.01, 0.00, 0.00], [0.03, 0.00, 0.04], [-0.01, 0.01, 0.00], [0.01, 0.00, 0.01], [0.01, 0.01, 0.00], [-0.01, 0.00, 0.01], [0.01, 0.00, 0.00], [0.00, 0.00, 0.00], [-0.03, -0.01, 0.00], [0.01, -0.01, 0.00], [0.09, -0.16, 0.02], [0.01, -0.02, -0.02], [-0.22, 0.35, -0.05], [0.06, -0.06, -0.04], [0.15, 0.09, -0.23], [-0.01, 0.00, 0.00], [0.00, 0.00, 0.00], [-0.01, 0.01, 0.00], [0.00, 0.00, 0.00], [-0.34, 0.02, 0.24], [0.15, 0.02, -0.03], [-0.03, -0.02, -0.03], [0.02, 0.04, 0.06], [-0.29, -0.11, -0.25], [0.01, -0.04, 0.05], [0.06, 0.00, -0.13], [0.18, -0.05, -0.07], [0.01, 0.00, -0.01]], "energy_ha": -1457.2226, "mol_weight_g_mol": 594.64, "spin_multiplicity": 1, "homo_lumo_gap_ev": 7.0157, "charge": 3, "e_above_lowest_kcal_mol": 7.2}


Entry 6:
{"formula": "C4H7FN2O4", "method": "ωB97M-V/def2-TZVPD", "species": ["C", "C", "C", "C", "N", "N", "O", "O", "O", "O", "F", "H", "H", "H", "H", "H", "H", "H"], "xyz": [[0.12579, -1.41956, -0.38187], [-1.99400, 1.19878, 0.38521], [-0.56715, 1.09146, -0.20933], [0.07696, -0.13946, 0.31669], [0.66265, -2.44374, 0.31987], [2.50292, 0.60123, 0.05862], [2.51286, 1.78092, 0.04412], [-0.29168, -1.54190, -1.52790], [3.29196, -0.27816, 0.04437], [-0.57476, 1.14563, -1.60173], [0.21149, -0.19188, 1.66513], [-2.58010, 0.33271, 0.08250], [-1.94829, 1.24575, 1.46906], [-2.46437, 2.09754, -0.00103], [0.01332, 1.96785, 0.13352], [1.00918, -2.33383, 1.25473], [0.70539, -3.35547, -0.10470], [-0.69218, 0.24216, -1.94725]], "forces_ev_per_angstrom": [[0.22, -0.36, 0.32], [0.40, -0.10, -0.21], [-0.44, 0.45, 0.51], [0.61, 0.36, 0.36], [-0.01, -0.23, 0.03], [-1.87, -0.67, -0.07], [0.71, 0.36, 0.01], [-0.08, 0.07, -0.19], [0.73, 0.16, 0.00], [0.08, -0.06, -0.39], [-0.07, 0.00, -0.51], [-0.09, -0.04, -0.01], [-0.06, 0.02, 0.14], [-0.03, 0.08, -0.03], [-0.11, -0.34, 0.03], [-0.02, 0.11, 0.02], [-0.02, 0.12, -0.07], [0.04, 0.07, 0.07]], "energy_ha": -666.8113, "mol_weight_g_mol": 166.11, "spin_multiplicity": 1, "homo_lumo_gap_ev": [9.1256, 7.5121], "charge": 0, "e_above_lowest_kcal_mol": 18.9}


Entry 7:
{"formula": "C2H4F2OS", "method": "ωB97M-V/def2-TZVPD", "species": ["C", "C", "O", "F", "F", "S", "H", "H", "H", "H"], "xyz": [[0.88317, -0.01982, -0.36191], [-0.77120, -0.57033, -0.08998], [-3.33872, 0.15226, 0.04000], [-0.85638, -1.56846, -1.03158], [-0.82799, -1.23943, 1.08642], [-1.82179, 0.78891, -0.08894], [0.79625, 0.96833, -0.60945], [1.48907, -0.15711, 0.58934], [1.33220, -0.61458, -1.09682], [-3.79373, 0.13237, 0.84764]], "forces_ev_per_angstrom": [[-2.18, -2.46, 3.66], [5.68, -1.41, -0.90], [-1.63, -1.78, -2.23], [-1.23, 0.63, -0.25], [-0.28, 0.35, 0.54], [1.64, 2.73, -0.32], [0.10, 2.44, -0.70], [-0.98, 0.29, -0.98], [0.34, -0.87, -1.25], [-1.45, 0.08, 2.44]], "energy_ha": -751.5566, "mol_weight_g_mol": 114.12, "spin_multiplicity": 3, "homo_lumo_gap_ev": [6.6006, 8.0852], "charge": 0, "e_above_lowest_kcal_mol": 35.6}